# 1
# C7H8NS

C7H8NS as an isolated structure at a distorted geometry (ωB97M-V with the def2-TZVPD basis set, OMol25).

Structure (ORCA input):
```
! wB97M-V def2-TZVPD RIJCOSX def2/J DEFGRID3
* xyz 1 1
C 2.88630 0.05601 -0.11207
C 2.44342 -1.27803 -0.34393
C 1.97552 1.04335 0.25551
C 1.11173 -1.46001 -0.22638
C 0.58209 0.75496 0.21281
C -3.73665 0.61265 0.53443
C -2.69071 0.24236 -0.22141
N 0.28456 -0.41253 -0.11016
S -1.73860 -1.21824 -0.46672
H 3.90119 0.29866 -0.02305
H 3.17701 -1.98919 -0.49687
H 2.33020 1.92452 0.58432
H 0.57184 -2.36409 -0.70553
H -0.38327 1.40672 0.43745
H -4.13061 1.60265 0.51537
H -4.27867 -0.21297 1.02930
H -2.30536 0.99317 -0.86307
*
```

Its max |F| is 6.5 eV/Å. The value obtained for the energy above the lowest of the compared OMol25 structures with the same formula, charge and spin is 1.354 eV. The calculation puts the gap between HOMO and LUMO at 0.28241 Ha. The value obtained for the total energy is -724.10182 a.u.

These are the Löwdin partial charges, in e, on atoms 1 to 6: 0.022, 0.011, 0.025, -0.125, -0.085, 0.047

***

# 2
# C7H8O

A 2-piece molecular cluster, C7H8O overall at a distorted geometry (ωB97M-V with the def2-TZVPD basis set, OMol25).

Structure (ORCA input):
```
! wB97M-V def2-TZVPD RIJCOSX def2/J DEFGRID3
* xyz 0 1
C 1.14282 1.29061 1.48879
C 1.06339 0.47862 0.65279
C -0.25079 -2.01946 1.31141
C -1.28172 1.98062 -0.85342
C -0.03856 -1.69217 0.01727
C -0.96393 0.67869 -1.03460
C 0.66447 -0.53365 -0.38581
O 1.58265 -0.66784 -1.36036
H 1.42698 2.12650 2.21165
H -0.54714 -3.04852 1.61050
H 0.08974 -1.41145 2.07763
H -2.22409 2.28686 -1.47818
H -0.78116 2.66735 -0.10156
H -0.37802 -2.32754 -0.82983
H -1.46697 -0.00619 -1.68652
H 1.96234 0.19756 -1.63976
*
```

Its max |F| is 6.7 eV/Å. The value obtained for the energy above the lowest of the compared OMol25 structures with the same formula, charge and spin is 6.464 eV. The calculation puts the gap between HOMO and LUMO (alpha / beta) at 0.32612 / 0.32613 Ha. The value obtained for the total energy is -346.53796 a.u.

These are the Löwdin partial charges, in e, on atoms 1 to 6: 0.091, -0.121, 0.059, -0.075, -0.146, -0.026

***

# 3
# C7H8O

One molecule with the formula C7H8O at a distorted geometry (ωB97M-V with the def2-TZVPD basis set, OMol25).

Structure (ORCA input):
```
! wB97M-V def2-TZVPD RIJCOSX def2/J DEFGRID3
* xyz 0 1
C -2.57281 0.01789 0.25417
C -1.21601 -0.28893 0.01769
C -0.32808 -1.46036 -0.02086
C 1.26763 -1.30670 -0.12120
C 1.93634 -0.18509 -0.02590
C 0.98554 0.83504 0.46504
O 0.32288 1.94426 -0.20949
C -0.22794 0.70641 -0.38596
H -2.98816 1.02161 -0.00657
H -3.46406 -0.78071 0.10888
H -0.43726 -2.12065 0.93360
H -0.66452 -2.16511 -0.89455
H 1.74492 -2.38681 -0.05359
H 3.00231 -0.22763 0.24202
H 1.19330 1.02693 1.66156
H -0.03755 0.16866 -1.41338
*
```

Its max |F| is 6.0 eV/Å. The value obtained for the energy above the lowest of the compared OMol25 structures with the same formula, charge and spin is 6.659 eV. The structure (SMILES) is C=C1CC=C[C@H]2O[C@H]12. The calculation puts the gap between HOMO and LUMO at 0.35113 Ha. The value obtained for the total energy is -346.53081 a.u.

These are the Löwdin partial charges, in e, on atoms 1 to 6: 0.040, -0.306, -0.153, -0.094, -0.097, -0.214

***

# 4
# C7H8O

One molecule with the formula C7H8O at a distorted geometry (ωB97M-V with the def2-TZVPD basis set, OMol25).

Structure (ORCA input):
```
! wB97M-V def2-TZVPD RIJCOSX def2/J DEFGRID3
* xyz 0 1
C 0.33081 -0.64689 -1.20848
C -0.20824 0.84027 -1.05330
C 0.70812 1.05257 0.53262
C 1.06578 -0.48278 0.15825
C -0.07344 -1.21014 1.00052
C -1.16861 -0.43693 1.00304
C -0.87673 0.84898 0.38303
H -0.50720 -1.30725 -1.37082
H 0.98541 -0.75608 -2.25288
H -0.78497 1.23305 -1.98108
H 1.14886 1.24090 1.69908
H 2.17281 -0.80312 0.31268
H -0.09069 -2.06976 1.35662
H -2.12385 -0.82317 1.26421
H -1.47722 1.64766 0.71649
O 0.89916 1.67269 -0.55997
*
```

Its max |F| is 9.7 eV/Å. The value obtained for the energy above the lowest of the compared OMol25 structures with the same formula, charge and spin is 5.353 eV. The calculation puts the gap between HOMO and LUMO at 0.36714 Ha. The value obtained for the total energy is -346.57878 a.u.

These are the Löwdin partial charges, in e, on atoms 1 to 6: -0.092, -0.195, -0.368, -0.160, -0.020, -0.071

***

# 5
# C7H8O

One molecule with the formula C7H8O at a distorted geometry (ωB97M-V with the def2-TZVPD basis set, OMol25).

Structure (ORCA input):
```
! wB97M-V def2-TZVPD RIJCOSX def2/J DEFGRID3
* xyz 0 1
C 2.10517 -0.01300 0.69430
C 1.43146 -0.74730 -0.38256
C -1.37735 -1.07979 -0.19060
C -1.36279 1.07598 0.36473
C 1.34590 0.81023 -0.41922
C -0.11960 0.80262 -0.39697
C -0.02678 -0.74165 0.06400
H 1.90073 -0.27791 1.74358
H 3.24442 0.18091 0.64487
H 1.90382 -1.54393 -0.88633
H -1.90759 -2.04124 -0.48918
H -2.09256 1.98336 0.24937
H 1.94133 1.53032 -1.05737
H -0.37325 0.61059 -1.47614
H -0.14503 -0.76659 1.20572
O -2.05600 -0.03976 0.20792
*
```

Its max |F| is 3.3 eV/Å. The value obtained for the energy above the lowest of the compared OMol25 structures with the same formula, charge and spin is 7.535 eV. The calculation puts the gap between HOMO and LUMO at 0.29025 Ha. The value obtained for the total energy is -346.49859 a.u.

These are the Löwdin partial charges, in e, on atoms 1 to 6: -0.096, -0.171, -0.113, -0.118, -0.136, -0.213

***

# 6
# C7H8O2

A 2-piece molecular cluster, C7H8O2 overall at a distorted geometry (ωB97M-V with the def2-TZVPD basis set, OMol25).

Structure (ORCA input):
```
! wB97M-V def2-TZVPD RIJCOSX def2/J DEFGRID3
* xyz 0 1
C -1.57251 0.21007 -1.95378
C -0.93142 -0.54686 -0.82555
O 0.08918 -1.55701 -1.11576
C -1.27294 -0.30628 0.38408
C -1.95805 0.34610 1.50706
C -0.89081 -0.39909 1.80822
H -0.90895 1.01918 -2.10948
H -2.57652 0.49750 -1.64823
H -1.67175 -0.36703 -2.96370
H -0.21737 -1.93889 -1.97818
H -2.65463 1.05421 2.02658
H -0.14250 -0.91098 2.35797
C 3.36094 0.36662 0.73736
C 2.32022 0.93963 1.22483
O 1.36778 1.41749 1.68946
H 3.27384 -0.53320 0.13044
H 4.38549 0.70854 0.72867
*
```

Its max |F| is 4.0 eV/Å. The value obtained for the energy above the lowest of the compared OMol25 structures with the same formula, charge and spin is 5.409 eV. The structure (SMILES) is CC(O)=C1C=C1.C=C=O. The calculation puts the gap between HOMO and LUMO at 0.30823 Ha. The value obtained for the total energy is -421.81429 a.u.

These are the Löwdin partial charges, in e, on atoms 1 to 6: -0.047, -0.359, -0.041, -0.205, 0.047, 0.045

***

# 7
# C7H8S

One molecule with the formula C7H8S at a distorted geometry (ωB97M-V with the def2-TZVPD basis set, OMol25).

Structure (ORCA input):
```
! wB97M-V def2-TZVPD RIJCOSX def2/J DEFGRID3
* xyz 0 1
C 3.24460 0.11594 -0.32891
C 2.16301 -0.66129 0.26505
C 0.69077 -0.33995 -0.02193
C -0.25172 -1.28538 0.17012
S -1.96786 -0.74857 -0.14148
C -1.35732 0.89719 -0.31750
C -0.55356 1.57543 0.79210
C 0.13796 1.06036 -0.37692
H 2.93007 1.05187 -0.79501
H 4.28069 -0.15939 0.01799
H 2.42893 -1.77490 0.79611
H -0.15186 -2.33967 0.47076
H -1.88796 1.60521 -0.88504
H -0.35220 1.03810 1.71746
H -0.91753 2.62941 0.83083
H 0.71313 1.75270 -0.98146
*
```

Its max |F| is 5.7 eV/Å. The value obtained for the energy above the lowest of the compared OMol25 structures with the same formula, charge and spin is 2.674 eV. The structure (SMILES) is C=CC1=CS[C@H]2C[C@@H]12. The calculation puts the gap between HOMO and LUMO at 0.31429 Ha. The value obtained for the total energy is -669.59615 a.u.

These are the Löwdin partial charges, in e, on atoms 1 to 6: 0.003, -0.104, -0.304, -0.332, 0.900, -0.543

***

# 8
# C7H9BeO5P

C7H9BeO5P as an isolated structure at a distorted geometry (ωB97M-V with the def2-TZVPD basis set, OMol25).

Structure (ORCA input):
```
! wB97M-V def2-TZVPD RIJCOSX def2/J DEFGRID3
* xyz 2 1
Be -0.94478 -1.27937 -1.31366
O 0.62793 -5.26894 -1.78312
C 0.19047 -4.22585 -1.69238
C -2.37172 -1.21575 -0.18154
O -3.11000 -0.85098 0.63048
C -0.33731 -0.15483 -2.59557
O 0.00614 0.77800 -3.19104
C -2.24151 -2.03044 -2.71970
O -3.10168 -2.11889 -3.45299
C 0.82105 1.44158 2.71635
P 0.42947 0.63427 0.90408
C -0.37112 2.21011 0.41356
C 2.15209 0.16668 0.67510
O -0.22622 -0.54727 -0.07958
H 1.89242 1.60381 2.68782
H 0.51371 0.79425 3.55329
H 0.34136 2.42341 2.74235
H 0.15336 3.08588 0.84163
H -0.37764 2.18143 -0.69799
H -1.42668 2.18925 0.76725
H 2.16797 -0.94521 0.64984
H 2.34471 0.60002 -0.33187
H 2.86799 0.52882 1.45771
*
```

Its max |F| is 6.6 eV/Å. The calculation puts the gap between HOMO and LUMO at 0.31220 Ha. The value obtained for the total energy is -1003.78532 a.u.

These are the Löwdin partial charges, in e, on atoms 1 to 6: 0.025, 0.105, 0.036, 0.116, 0.249, 0.163

***

# 9
# C7H9BeO7P

C7H9BeO7P as an isolated structure at a distorted geometry (ωB97M-V with the def2-TZVPD basis set, OMol25).

Structure (ORCA input):
```
! wB97M-V def2-TZVPD RIJCOSX def2/J DEFGRID3
* xyz 2 1
Be -0.05274 0.03708 -2.28413
O -0.19551 2.84669 -2.86026
C -0.16397 1.72200 -2.61385
C 1.59726 -0.21710 -1.70627
O 2.72084 -0.32229 -1.48578
C -1.22093 -0.21064 -0.97001
O -2.38486 -0.59732 -0.84860
C -0.44414 -0.76727 -3.72780
O -0.66517 -1.16839 -4.78504
C -0.05964 2.55428 1.06796
O 0.55209 1.33665 0.53307
P -0.23872 -0.02461 0.50516
O -0.94217 -0.16400 1.90752
C -0.06543 -0.27027 3.07718
O 0.79416 -1.21671 0.42642
C 0.31936 -2.55188 0.07313
H -0.74600 2.98837 0.32741
H 0.76293 3.23992 1.29207
H -0.61774 2.33999 1.99290
H 0.84966 0.33149 2.96471
H -0.66702 0.11815 3.90143
H 0.19689 -1.32142 3.24943
H 1.20015 -3.10988 -0.25493
H -0.10895 -3.03743 0.95965
H -0.42032 -2.53542 -0.74140
*
```

Its max |F| is 6.7 eV/Å. The value obtained for the energy above the lowest of the compared OMol25 structures with the same formula, charge and spin is 0.000 eV. The calculation puts the gap between HOMO and LUMO at 0.30028 Ha. The value obtained for the total energy is -1154.29118 a.u.

These are the Löwdin partial charges, in e, on atoms 1 to 6: -0.095, 0.309, 0.136, 0.106, 0.310, -0.340

***

# 10
# C7H9Br2N2

A 2-piece molecular cluster, C7H9Br2N2 overall at a distorted geometry (ωB97M-V with the def2-TZVPD basis set, OMol25).

Structure (ORCA input):
```
! wB97M-V def2-TZVPD RIJCOSX def2/J DEFGRID3
* xyz 1 1
C -1.54337 1.24540 2.45316
C -2.65634 1.00695 1.64067
C -0.44382 0.39154 2.25261
C -2.51790 0.29221 0.47230
C -0.33686 -0.47610 1.17066
C -1.36962 -0.42471 0.18926
C 2.80926 -0.31954 -1.57425
N 2.06061 0.73136 -1.34114
N 2.27842 -1.29705 -2.54049
Br -1.12310 -1.06085 -1.58712
Br 1.14452 -1.68597 1.15488
H -1.56414 2.03893 3.27421
H -3.55996 1.36943 1.92408
H 0.44700 0.46116 2.85888
H -3.43029 -0.03244 0.03630
H 2.40876 1.24161 -0.55850
H 1.19136 0.97160 -1.70299
H 2.86438 -1.42732 -3.41526
H 1.27833 -0.91189 -2.77636
H 2.06276 -2.11432 -1.93092
*
```

Its max |F| is 4.1 eV/Å. The value obtained for the energy above the lowest of the compared OMol25 structures with the same formula, charge and spin is 2.182 eV. The calculation puts the gap between HOMO and LUMO at 0.32919 Ha. The value obtained for the total energy is -5529.32201 a.u.

These are the Löwdin partial charges, in e, on atoms 1 to 6: -0.036, -0.060, -0.134, -0.131, -0.691, -0.675

***

# 11
# C7H9Cl2LaNO4Rh

C7H9Cl2LaNO4Rh as an isolated structure at a distorted geometry (ωB97M-V with the def2-TZVPD basis set, OMol25).

Structure (ORCA input):
```
! wB97M-V def2-TZVPD RIJCOSX def2/J DEFGRID3
* xyz 4 5
Rh -0.81619 3.33549 -2.75652
La -0.34009 0.52478 -1.70510
Cl -0.56318 2.58014 -0.49951
Cl 0.99132 1.83190 -3.20424
C -0.15871 -0.99649 -2.73633
C -2.24542 4.42096 -2.32089
C -0.97321 3.81040 -4.53422
O -0.05232 -1.93749 -3.38766
O -3.14189 5.08559 -2.04625
O -1.07445 4.09373 -5.64336
C 1.24622 -2.34521 2.92000
N 0.21977 -1.52477 2.29217
C -1.05229 -1.33031 2.97642
C 0.40702 -0.96599 1.04948
C 1.67454 -1.15316 0.24717
O -0.49309 -0.30739 0.54167
H 0.92206 -2.73841 3.90661
H 2.16637 -1.74599 3.08279
H 1.47380 -3.22345 2.27689
H -1.22593 -0.24857 3.15581
H -1.87959 -1.73524 2.35237
H -1.08752 -1.85268 3.95552
H 1.44018 -1.67110 -0.70263
H 2.11078 -0.15813 0.01903
H 2.45183 -1.74863 0.76078
*
```

Its max |F| is 14.4 eV/Å. The calculation puts the gap between HOMO and LUMO (alpha / beta) at 0.25090 / 0.26024 Ha. The value obtained for the total energy is -1688.29796 a.u.

These are the Löwdin partial charges, in e, on atoms 1 to 6: 0.717, 1.436, 0.337, 0.263, -0.539, -0.140

***

# 12
# C7H9Cl3N

A 3-piece molecular cluster, C7H9Cl3N overall at a distorted geometry (ωB97M-V with the def2-TZVPD basis set, OMol25).

Structure (ORCA input):
```
! wB97M-V def2-TZVPD RIJCOSX def2/J DEFGRID3
* xyz 0 2
Cl -1.92380 -1.22957 3.08716
Cl 2.65600 0.74639 0.26424
C 2.06957 -0.65813 1.16787
C 1.52010 -0.24418 2.52697
Cl 2.78597 0.23929 3.66144
H 2.87857 -1.38232 1.26365
H 1.28172 -1.07881 0.54303
H 0.94980 -1.04472 2.99815
H 0.85901 0.61556 2.41787
N -1.02168 1.13467 -2.99878
C -1.78397 0.02486 -2.95641
C -1.94315 -0.69887 -1.77456
C -1.33251 -0.20359 -0.63710
C -0.50192 0.94369 -0.65337
C -0.38325 1.60862 -1.89524
H -2.22162 -0.29253 -3.89137
H -2.53482 -1.59247 -1.64115
H -1.39455 -0.74405 0.29589
H -0.12283 1.33055 0.28099
H 0.16336 2.52554 -2.05920
*
```

Its max |F| is 2.1 eV/Å. The value obtained for the energy above the lowest of the compared OMol25 structures with the same formula, charge and spin is 0.000 eV. The calculation puts the gap between HOMO and LUMO (alpha / beta) at 0.38005 / 0.18449 Ha. The value obtained for the total energy is -1707.38634 a.u.

These are the Löwdin partial charges, in e, on atoms 1 to 6: 0.104, 0.580, -0.647, -0.709, 0.562, 0.072